1.
135
Properties=species:S:1:pos:R:3 method="wB97M-V/def2-TZVPD" smiles="COC[C@H](C)N.COC[C@H](C)N.COC[C@H](C)N.COC[C@H](C)N.NC(N)=O.NC(N)=O.NC(N)=O.NC(N)=O.NC(N)=O.CCO.CCO.CCO"
C -2.92 -3.11 5.37
O -3.11 -4.27 6.09
C -3.98 -5.22 5.50
C -4.05 -6.52 6.26
C -4.86 -7.63 5.60
N -4.44 -6.28 7.62
H -3.78 -2.46 5.20
H -2.47 -3.27 4.39
H -2.29 -2.42 5.94
H -5.01 -4.86 5.50
H -3.68 -5.33 4.45
H -3.02 -6.86 6.39
H -4.38 -8.56 5.91
H -4.78 -7.54 4.51
H -5.91 -7.59 5.87
H -3.83 -5.54 7.92
H -4.24 -7.10 8.18
C 2.30 -8.08 2.57
O 2.86 -7.34 1.52
C 4.30 -7.46 1.22
C 4.52 -6.74 -0.14
C 5.95 -6.84 -0.66
N 4.19 -5.30 -0.08
H 1.28 -8.39 2.33
H 2.29 -7.47 3.47
H 2.92 -8.93 2.84
H 4.87 -7.09 2.07
H 4.52 -8.52 1.16
H 3.75 -6.99 -0.88
H 6.63 -6.45 0.10
H 6.05 -6.23 -1.55
H 6.19 -7.87 -0.92
H 3.19 -5.21 0.05
H 4.43 -4.75 -0.89
C -8.03 5.22 -11.06
O -7.55 4.55 -9.91
C -6.53 5.25 -9.16
C -5.93 4.29 -8.14
C -4.71 4.98 -7.47
N -5.39 3.10 -8.77
H -8.64 4.53 -11.65
H -7.17 5.41 -11.70
H -8.65 6.10 -10.91
H -5.73 5.44 -9.87
H -6.95 6.15 -8.70
H -6.70 3.99 -7.43
H -4.82 6.05 -7.27
H -3.78 4.83 -8.03
H -4.60 4.60 -6.46
H -6.20 2.66 -9.18
H -4.84 3.65 -9.42
C -0.53 7.57 -2.09
O 0.06 7.91 -3.27
C 1.34 8.54 -3.03
C 2.02 8.94 -4.28
C 3.51 9.35 -4.12
N 1.29 9.99 -4.93
H -1.40 6.99 -2.39
H -0.78 8.48 -1.56
H 0.13 6.91 -1.53
H 1.28 9.48 -2.47
H 2.02 7.82 -2.57
H 1.95 8.12 -5.00
H 3.95 9.72 -5.05
H 3.98 8.39 -3.90
H 3.71 10.07 -3.33
H 0.29 9.88 -4.91
H 1.49 10.82 -4.39
N 2.77 4.06 8.57
C 3.41 3.05 8.03
N 2.57 2.13 7.59
O 4.63 2.96 8.03
H 1.77 4.01 8.62
H 3.24 4.75 9.15
H 1.59 2.37 7.52
H 2.94 1.38 7.02
N -1.04 -4.68 -0.47
C -1.75 -5.05 -1.46
N -2.39 -4.02 -1.97
O -1.81 -6.18 -1.97
H -0.99 -3.67 -0.39
H -0.45 -5.40 -0.07
H -2.84 -4.13 -2.86
H -2.35 -3.12 -1.50
N 4.68 -4.61 7.01
C 3.47 -4.50 7.49
N 2.73 -3.88 6.58
O 3.09 -5.11 8.49
H 4.81 -4.09 6.16
H 5.42 -5.08 7.51
H 1.73 -3.73 6.61
H 3.21 -3.77 5.70
N -4.99 3.78 6.29
C -3.73 4.01 6.11
N -3.47 4.42 4.91
O -2.83 3.88 6.90
H -5.27 3.41 7.19
H -5.78 4.04 5.72
H -2.48 4.42 4.70
H -4.17 4.61 4.21
N 6.99 -1.86 3.07
C 6.61 -0.76 3.66
N 7.56 -0.04 4.31
O 5.44 -0.57 3.83
H 7.97 -1.84 2.85
H 6.38 -2.39 2.46
H 7.20 0.76 4.81
H 8.53 -0.32 4.25
C 0.57 1.59 -1.63
C 0.74 1.68 -0.08
O 0.96 0.39 0.52
H 1.55 1.39 -2.06
H 0.25 2.49 -2.15
H -0.09 0.83 -2.02
H -0.14 2.16 0.35
H 1.57 2.36 0.13
H 1.39 0.44 1.38
C -7.03 -1.78 -5.61
C -6.79 -0.73 -4.51
O -5.46 -0.25 -4.58
H -7.85 -2.43 -5.29
H -6.09 -2.33 -5.68
H -7.38 -1.32 -6.53
H -6.93 -1.16 -3.51
H -7.50 0.09 -4.54
H -5.36 0.07 -5.48
C 7.41 0.44 -2.80
C 7.86 -0.40 -4.03
O 7.83 0.45 -5.16
H 7.80 0.08 -1.85
H 6.34 0.53 -2.61
H 7.70 1.48 -2.95
H 7.20 -1.26 -4.09
H 8.87 -0.65 -3.71
H 8.62 0.98 -5.12


2.
125
Properties=species:S:1:pos:R:3 method="wB97M-V/def2-TZVPD" charge=+1
N -0.32 0.02 -0.38
H -1.08 0.57 -0.72
H -0.08 0.70 0.38
H 0.50 0.27 -0.95
H -0.14 -0.96 -0.13
C 1.95 1.31 2.92
C 2.51 1.88 1.56
C 3.87 2.57 1.74
O 3.78 3.52 2.75
C 5.09 3.94 3.29
N 2.70 0.82 0.63
H 1.84 2.19 3.49
H 2.76 0.82 3.45
H 0.91 0.83 2.86
H 1.82 2.58 1.09
H 4.25 3.14 0.81
H 4.71 1.90 1.94
H 5.45 3.28 3.98
H 4.65 4.65 4.00
H 5.84 4.44 2.81
H 3.23 1.08 -0.26
H 3.25 0.09 1.07
C -2.53 -4.18 0.50
C -1.95 -5.45 1.08
C -1.38 -6.37 -0.03
O -2.33 -6.78 -0.89
C -1.90 -7.74 -1.81
N -0.97 -5.08 2.19
H -1.75 -3.36 0.57
H -3.18 -3.72 1.24
H -2.99 -4.19 -0.49
H -2.75 -6.04 1.59
H -1.09 -7.31 0.32
H -0.48 -5.73 -0.49
H -2.60 -8.00 -2.48
H -1.60 -8.52 -1.22
H -0.99 -7.47 -2.31
H -0.24 -5.59 2.11
H -1.50 -5.22 3.09
C 1.74 2.90 -3.43
C 2.85 3.95 -3.42
C 4.30 3.07 -3.31
O 4.43 2.70 -1.90
C 5.63 1.81 -1.79
N 2.98 4.48 -4.76
H 2.02 2.16 -4.20
H 0.75 3.25 -3.44
H 1.86 2.29 -2.44
H 2.68 4.45 -2.58
H 5.12 3.66 -3.50
H 4.22 2.19 -4.04
H 5.45 0.80 -2.37
H 6.06 1.56 -0.75
H 6.24 2.56 -2.21
H 3.91 4.95 -4.75
H 2.42 5.33 -4.94
C -2.46 -1.01 2.92
C -4.02 -1.09 3.01
C -4.59 -0.47 4.26
O -3.86 -0.90 5.40
C -4.16 -0.10 6.48
N -4.73 -0.66 1.93
H -2.36 0.13 3.04
H -2.07 -1.46 1.90
H -1.90 -1.67 3.69
H -4.13 -2.37 3.17
H -5.54 -0.99 4.46
H -4.49 0.76 4.18
H -4.01 0.88 6.21
H -3.57 -0.20 7.43
H -5.30 -0.30 6.58
H -5.05 0.23 2.08
H -5.57 -1.15 1.42
C -3.71 2.05 0.34
C -2.74 3.23 0.62
C -2.29 3.28 2.23
O -3.38 3.34 3.08
C -3.04 3.60 4.47
N -1.59 2.89 -0.09
H -4.15 1.98 -0.63
H -4.55 2.27 0.83
H -3.12 1.09 0.59
H -3.30 4.20 0.46
H -1.67 4.19 2.52
H -1.58 2.51 2.51
H -2.46 4.60 4.43
H -2.56 2.51 4.61
H -3.96 3.80 5.14
H -1.01 3.78 -0.10
H -1.73 2.60 -0.96
C 3.05 -1.68 -1.96
C 2.48 -0.72 -3.09
C 3.17 -0.85 -4.31
O 4.52 -0.71 -4.15
C 5.34 -0.72 -5.29
N 1.05 -0.91 -3.05
H 3.24 -2.83 -2.25
H 2.70 -1.58 -1.09
H 3.89 -1.25 -1.76
H 2.71 0.23 -2.65
H 2.99 -0.13 -5.04
H 2.98 -1.90 -4.79
H 6.31 -0.66 -4.89
H 5.40 0.17 -5.89
H 5.10 -1.57 -5.86
H 0.67 -0.33 -3.86
H 0.93 -1.93 -3.06
C -3.22 1.52 -3.97
O -1.85 1.37 -3.34
H -3.15 0.74 -4.80
H -3.41 2.37 -4.65
H -3.80 1.38 -2.92
H -1.30 1.39 -3.91
C 1.81 -2.85 1.81
O 0.51 -2.71 1.51
H 2.63 -2.49 0.93
H 2.03 -3.89 2.10
H 2.01 -2.03 2.63
H -0.10 -3.15 2.21
C -4.18 -1.19 -1.70
O -3.26 -1.26 -0.58
H -4.87 -0.47 -1.57
H -4.39 -2.20 -1.83
H -3.45 -0.87 -2.71
H -3.83 -0.87 0.14


3.
Here is a 15-piece molecular cluster, C27H84O15 overall at a distorted geometry from the Open Molecules 2025 dataset. Energies are from ωB97M-V/def2-TZVPD.

Geometry as XYZ:
```
126
C27H84O15, DFT ωB97M-V/def2-TZVPD
O 0.79 4.81 -3.13
H 0.65 4.18 -2.43
H 0.51 5.65 -2.77
O -1.24 4.34 3.59
H -2.02 3.96 3.99
H -1.36 4.23 2.65
O -4.15 2.94 5.15
H -4.10 1.98 5.09
H -4.55 3.20 4.32
O -3.99 -2.29 -1.48
H -4.34 -1.81 -0.73
H -4.75 -2.45 -2.04
O 2.42 3.22 2.81
H 3.35 3.21 3.00
H 2.06 3.86 3.43
O -3.14 4.94 -0.94
H -3.70 4.95 -1.72
H -2.58 4.17 -1.05
C 0.79 0.27 -0.92
C -0.45 0.91 -0.27
C -0.77 0.14 0.98
O -0.29 2.17 0.12
H 0.38 -0.66 -1.32
H 1.58 0.22 -0.17
H 1.27 0.87 -1.69
H -1.30 1.03 -0.95
H 0.06 0.06 1.69
H -0.99 -0.91 0.81
H -1.54 0.64 1.56
H 0.44 2.27 0.73
C -1.47 -3.89 -5.11
C -2.45 -5.06 -4.91
C -2.13 -6.43 -5.74
O -2.39 -5.40 -3.57
H -1.20 -3.80 -6.16
H -0.58 -4.17 -4.54
H -1.74 -2.90 -4.76
H -3.43 -4.63 -5.09
H -2.66 -7.34 -5.46
H -1.14 -6.74 -5.42
H -2.03 -6.43 -6.82
H -2.73 -4.66 -3.07
C 6.92 0.57 2.28
C 7.17 1.96 2.68
C 7.20 2.93 1.50
O 6.07 2.52 3.41
H 5.87 0.30 2.18
H 7.19 -0.17 3.03
H 7.32 0.28 1.30
H 8.10 2.04 3.24
H 7.21 3.98 1.79
H 6.46 2.78 0.71
H 8.12 2.60 1.03
H 6.01 2.10 4.27
C -4.26 -3.87 4.44
C -5.21 -2.52 4.32
C -6.68 -2.89 4.55
O -4.98 -1.68 5.41
H -4.20 -4.10 5.51
H -3.22 -3.59 4.27
H -4.58 -4.66 3.77
H -5.06 -2.11 3.32
H -6.76 -3.64 5.34
H -7.05 -3.44 3.68
H -7.35 -2.04 4.69
H -4.98 -2.22 6.20
C 2.82 -6.41 -1.99
C 4.19 -5.79 -1.93
C 4.08 -4.24 -1.75
O 4.88 -6.37 -0.81
H 2.23 -6.34 -1.08
H 2.92 -7.50 -1.99
H 2.22 -6.12 -2.85
H 4.71 -6.22 -2.78
H 3.63 -3.96 -0.80
H 3.36 -3.94 -2.51
H 5.03 -3.70 -1.76
H 4.75 -5.81 -0.04
C 0.48 -1.04 7.07
C 1.02 -1.45 8.43
C -0.01 -2.21 9.30
O 2.24 -2.13 8.28
H 0.36 -1.82 6.32
H 1.14 -0.32 6.60
H -0.53 -0.64 7.19
H 1.47 -0.61 8.97
H -0.96 -1.69 9.20
H 0.28 -2.25 10.35
H -0.28 -3.16 8.85
H 2.17 -2.77 7.57
C 6.41 3.67 -4.06
C 5.13 4.48 -3.88
C 5.22 5.67 -2.96
O 4.97 5.11 -5.19
H 6.84 3.19 -3.18
H 7.20 4.36 -4.38
H 6.18 2.88 -4.78
H 4.27 3.89 -3.56
H 6.27 5.97 -2.88
H 4.93 5.44 -1.94
H 4.64 6.52 -3.32
H 4.08 5.49 -5.24
C -1.18 1.08 -7.89
C 0.20 1.69 -7.63
C 1.39 0.77 -7.36
O 0.58 2.58 -8.70
H -1.83 1.93 -8.13
H -1.50 0.56 -6.99
H -1.21 0.37 -8.72
H 0.00 2.40 -6.83
H 1.44 0.07 -8.20
H 1.12 0.30 -6.41
H 2.28 1.34 -7.14
H 0.52 2.11 -9.54
C -6.79 1.89 0.56
C -7.07 3.02 1.60
C -7.82 2.54 2.89
O -5.86 3.51 2.05
H -6.37 2.38 -0.32
H -7.72 1.35 0.41
H -6.03 1.25 1.00
H -7.64 3.88 1.25
H -8.86 2.25 2.79
H -7.74 3.31 3.66
H -7.29 1.70 3.33
H -5.34 3.76 1.28
```


Kohn-Sham gap, respectively: 8.95 9.77 9.72 eV.
Energy, respectively: -2747.2729 -2137.4334 -2207.5160 Ha.